[1]
{
  "formula": "BH28O12",
  "method": "ωB97M-V/def2-TZVPD",
  "symbols": ["B", "H", "H", "H", "H", "O", "H", "H", "O", "H", "H", "O", "H", "H", "O", "H", "H", "O", "H", "H", "O", "H", "H", "O", "H", "H", "O", "H", "H", "O", "H", "H", "O", "H", "H", "O", "H", "H", "O", "H", "H"],
  "positions_angstrom": [[0.4071, 0.2282, 0.0886], [0.3808, -0.7050, 0.6297], [1.1360, 0.8643, 0.5664], [0.5903, 0.0611, -0.9616], [-0.5423, 0.7127, 0.2562], [-2.4674, 1.0266, 2.6743], [-2.9754, 1.8333, 2.7606], [-1.5716, 1.3232, 2.5131], [2.1480, -0.9819, 3.8217], [1.4434, -0.8357, 3.1905], [2.7934, -1.5032, 3.3443], [1.7083, 1.7234, -2.5233], [1.2136, 1.1226, -1.9661], [2.5645, 1.7925, -2.1009], [-1.4671, -3.1143, -0.6355], [-1.5589, -2.2416, -1.0178], [-2.2954, -3.5514, -0.8333], [-0.1697, 3.2359, -0.0320], [-0.8128, 3.2507, -0.7408], [-0.1194, 2.3158, 0.2271], [2.2034, -1.9165, -0.5481], [1.4613, -1.3556, -0.3224], [2.9659, -1.4607, -0.1917], [0.7897, 1.8948, 3.2106], [0.7499, 1.6310, 2.2914], [1.6594, 1.6207, 3.5016], [-0.5150, -1.5961, 2.9739], [-0.3502, -1.5028, 2.0356], [-0.5899, -2.5404, 3.1117], [-0.4673, -1.1372, -2.8277], [-1.0546, -0.6604, -3.4140], [-0.3749, -0.5669, -2.0645], [-2.4092, 0.3006, -0.7931], [-3.2183, 0.1016, -0.3219], [-1.7366, 0.3310, -0.1128], [1.8340, -2.2649, -3.3254], [1.0082, -1.8535, -3.0704], [2.3973, -2.1687, -2.5575], [-1.6750, 2.5420, -2.1216], [-1.9737, 1.6772, -1.8404], [-1.1100, 2.3677, -2.8744]],
  "forces_ev_per_angstrom": [[-0.4, 0.3, 0.1], [0.0, -3.3, 1.9], [3.2, 2.4, 1.7], [0.5, -0.5, -3.5], [-2.9, 2.0, 0.8], [-0.3, -0.2, -0.4], [-0.1, 0.2, 0.1], [0.4, 0.0, 0.3], [0.6, 0.3, 0.2], [-0.7, -0.2, 0.1], [0.2, -0.2, 0.0], [-0.1, 0.4, -0.5], [-0.1, -0.2, 0.3], [0.2, 0.1, 0.1], [0.2, -0.1, 0.3], [0.0, 0.3, -0.3], [-0.2, -0.2, 0.0], [1.2, 1.4, 1.0], [-1.2, -0.2, -1.6], [0.2, -1.4, 0.4], [0.8, -0.7, -0.5], [-0.3, 0.1, 0.2], [0.2, 0.1, 0.2], [-0.5, 0.3, 0.0], [0.2, -0.2, -0.3], [0.3, -0.3, 0.2], [0.0, 0.3, 0.1], [-0.2, -0.1, -0.4], [0.0, -0.3, 0.1], [-0.3, -0.1, -0.2], [-0.2, 0.0, -0.3], [0.0, 0.2, 0.5], [-0.9, -0.3, -0.8], [-0.4, 0.0, 0.0], [0.3, -0.1, 0.4], [1.0, -0.7, -1.1], [-1.2, 0.5, 0.1], [0.4, 0.0, 0.9], [0.3, 0.8, -0.2], [-0.6, -0.8, 0.6], [0.3, 0.2, -0.3]],
  "homo_ev": [-10.87, -9.89],
  "gap_ev": [10.808, 2.341],
  "e_above_lowest_ev": 0.069,
  "multiplicity": 2,
  "s2": 0.757
}

=====

[2]
{
  "formula": "C23H50O9",
  "method": "ωB97M-V/def2-TZVPD",
  "symbols": ["C", "C", "C", "O", "H", "H", "H", "H", "H", "H", "C", "C", "C", "O", "H", "H", "H", "H", "H", "H", "C", "C", "C", "O", "H", "H", "H", "H", "H", "H", "C", "C", "C", "O", "H", "H", "H", "H", "H", "H", "C", "C", "C", "O", "H", "H", "H", "H", "H", "H", "C", "C", "C", "O", "H", "H", "H", "H", "H", "H", "C", "C", "C", "O", "H", "H", "H", "H", "H", "H", "C", "O", "H", "H", "H", "H", "C", "O", "H", "H", "H", "H"],
  "positions_angstrom": [[4.3270, -1.5859, 1.7613], [4.4199, -1.6963, 0.2739], [4.8821, -3.0473, -0.1378], [4.1786, -0.8605, -0.5287], [3.4291, -2.0604, 2.1227], [4.2655, -0.5232, 2.0837], [5.1729, -2.0447, 2.2721], [5.3466, -3.6395, 0.6425], [5.5657, -2.9623, -0.9753], [4.0108, -3.7009, -0.3918], [-0.7470, -0.6251, -5.6015], [-0.8879, -0.8347, -4.1435], [-1.8408, 0.0782, -3.4302], [-0.2652, -1.6713, -3.4898], [-0.2284, -1.5101, -6.0420], [-0.1525, 0.3254, -5.6072], [-1.7390, -0.4873, -6.0538], [-2.8693, 0.2139, -3.8468], [-1.3664, 1.0000, -3.2879], [-2.0661, -0.3162, -2.4399], [0.5504, -0.8716, -0.1010], [-0.0507, 0.5352, -0.1347], [0.9485, 1.5266, -0.5839], [-1.1757, 0.8724, 0.1254], [-0.0198, -1.4338, 0.6186], [1.6080, -0.8554, -0.0083], [0.2668, -1.2305, -1.0762], [1.8912, 1.2537, -0.9013], [1.1608, 2.1475, 0.3186], [0.4477, 2.1811, -1.2895], [-1.1517, 5.2230, -3.1752], [-0.1361, 4.1956, -3.3667], [1.2721, 4.6612, -3.1126], [-0.4391, 3.0737, -3.6701], [-1.0827, 5.3618, -2.0955], [-2.1567, 4.8365, -3.4094], [-0.8812, 6.1279, -3.7431], [1.9488, 3.8721, -3.4606], [1.3254, 4.7735, -2.0219], [1.4167, 5.6512, -3.5925], [-1.0439, -2.0592, 4.2953], [0.2028, -1.8617, 3.4748], [0.6804, -0.5140, 3.3494], [0.7218, -2.8051, 2.8706], [-1.9173, -1.9350, 3.6448], [-1.0729, -1.3976, 5.1557], [-1.0642, -3.1084, 4.6168], [0.0113, -0.0212, 2.5418], [1.6393, -0.4856, 2.9356], [0.6185, 0.1413, 4.2609], [-3.1326, -3.1281, -0.4368], [-2.7259, -3.4172, 1.0473], [-1.8366, -4.6078, 1.2753], [-3.1174, -2.7330, 1.9644], [-4.2314, -3.1917, -0.5573], [-2.7018, -3.8228, -1.1311], [-2.6903, -2.1689, -0.6749], [-0.8817, -4.1579, 1.0881], [-2.0432, -5.3950, 0.5475], [-1.8927, -4.9637, 2.2788], [-3.3786, 2.6586, -0.7076], [-2.7262, 3.4191, 0.3853], [-3.0873, 3.0876, 1.8274], [-1.9089, 4.2823, 0.1705], [-3.4201, 1.5861, -0.3849], [-3.0402, 2.8720, -1.7035], [-4.4589, 2.9649, -0.5721], [-4.0439, 2.6104, 1.9675], [-3.0282, 3.9754, 2.4731], [-2.2439, 2.3895, 2.1750], [1.4241, 4.7351, 2.3106], [0.4113, 3.7823, 2.4731], [1.5923, 5.4132, 3.1411], [2.3374, 4.1326, 2.1994], [1.2397, 5.2097, 1.3336], [-0.0422, 3.7794, 1.6402], [2.0590, -5.5195, 1.7593], [1.7004, -4.4691, 0.9520], [2.4976, -5.2014, 2.7218], [1.1610, -6.1269, 1.9745], [2.7191, -6.1958, 1.2310], [1.5360, -3.7067, 1.5856]],
  "forces_ev_per_angstrom": [[0.0, 2.0, 0.9], [0.8, -2.2, 1.4], [-0.4, -1.7, -0.6], [-0.7, 1.9, -1.0], [-0.4, -0.4, 0.0], [0.0, -0.5, -0.3], [0.0, -0.1, -0.2], [0.3, 0.3, 0.3], [-0.1, -0.1, -0.3], [0.4, 0.8, -0.2], [0.7, -0.3, -0.2], [-0.3, -1.4, 1.6], [-1.9, -1.2, 0.6], [-0.4, 0.9, -1.1], [-0.2, 1.0, 0.2], [-0.4, -0.7, -0.7], [0.4, 0.2, 0.0], [1.1, 0.0, -0.4], [0.5, 1.7, 0.0], [0.4, -0.2, 0.1], [-2.4, 1.0, 0.1], [2.1, -1.0, -0.3], [-1.5, 2.7, 1.3], [-0.6, -0.5, 0.4], [0.2, -0.6, 0.4], [0.8, -0.1, 0.3], [0.1, -0.5, -0.7], [1.7, -1.3, -1.0], [-0.3, -0.1, -0.4], [0.1, 0.3, -0.2], [-1.0, 0.5, 0.1], [0.4, 0.2, -0.6], [-0.1, -0.3, -0.1], [0.3, -1.2, -0.2], [-0.4, 0.7, 0.2], [0.5, 0.3, 0.0], [-0.3, -0.2, 0.5], [0.1, 0.5, 0.1], [0.4, 0.1, -0.2], [0.2, -0.7, 0.3], [0.3, -1.0, -0.1], [-0.7, -2.1, 0.0], [-1.4, 3.1, -0.5], [-0.4, 0.9, 0.8], [0.1, 0.2, 0.1], [-0.1, 0.1, 0.0], [-0.1, 0.3, 0.0], [0.7, -0.6, 1.3], [1.6, 0.1, -0.5], [-0.1, -0.8, -0.8], [0.0, -0.2, 1.2], [-1.0, -0.7, -0.7], [-0.7, 0.5, -0.8], [0.0, 0.3, -0.3], [0.6, 0.5, 0.2], [0.3, -0.6, -0.2], [-0.5, 0.5, -0.1], [1.1, -0.3, -0.1], [0.2, 0.1, 0.1], [0.0, -0.2, 0.7], [-2.3, -0.8, 1.7], [0.2, 0.0, 0.5], [1.6, -0.5, 0.4], [0.7, 0.6, -0.2], [0.4, 0.8, -0.8], [0.4, -0.1, -0.3], [0.8, -0.2, -0.6], [-0.2, -0.3, -0.1], [0.0, -0.2, -0.4], [-1.3, 0.8, -0.4], [1.2, -0.9, -1.4], [-0.7, -0.2, 1.1], [-0.6, 0.2, 0.1], [0.3, 0.5, 0.0], [0.4, 0.6, 0.6], [-0.9, -0.2, -0.4], [-0.6, -1.4, 1.0], [-0.1, 2.6, 0.3], [0.0, -0.2, -0.4], [0.2, 0.0, 0.3], [0.5, 0.0, -0.1], [0.0, -1.1, -1.3]],
  "homo_ev": -9.42,
  "smiles": "CC(C)=O.CC(C)=O.CC(C)=O.CC(C)=O.CC(C)=O.CC(C)=O.CC(C)=O.CO.CO",
  "gap_ev": 10.119,
  "e_above_lowest_ev": 0.793
}

=====

[3]
{
  "formula": "C4H9O3",
  "method": "ωB97M-V/def2-TZVPD",
  "symbols": ["C", "O", "C", "C", "C", "O", "H", "H", "H", "H", "H", "H", "H", "H", "H", "O"],
  "positions_angstrom": [[0.4868, -0.7874, 0.6759], [0.9369, -0.9286, 1.9767], [-0.9226, -0.2863, 0.4071], [-1.4753, -0.2139, -0.9478], [-0.6598, 0.2371, -2.1046], [0.3443, -0.5947, -2.4251], [0.6477, -1.6566, 0.0349], [1.0950, -0.0480, 0.1328], [-1.1113, 0.8326, -0.0051], [-1.5491, -0.3199, 1.3000], [-0.3347, 1.2805, -1.8778], [-2.3919, -0.7935, -1.0905], [-1.3252, 0.3413, -3.0116], [2.8181, 1.6183, 2.5873], [1.4954, -0.0504, 2.0728], [1.9457, 1.3696, 2.2748]],
  "forces_ev_per_angstrom": [[1.8, 1.6, -1.0], [-0.8, 0.1, -0.9], [-0.7, -0.1, -1.0], [1.3, -2.6, 1.6], [0.3, 0.9, -2.3], [-0.3, -0.9, 1.1], [-0.5, -0.4, 0.1], [0.4, -0.1, 0.2], [0.3, 0.7, 1.0], [-0.6, -0.8, -0.5], [0.0, 0.1, 0.2], [-0.8, 1.0, 0.0], [-0.3, 0.2, 0.7], [0.1, -0.2, -0.1], [0.2, 0.6, 1.1], [-0.3, -0.3, -0.2]],
  "homo_ev": -3.76,
  "total_charge": -1,
  "gap_ev": 5.750,
  "e_above_lowest_ev": 7.357
}

=====

[4]
{
  "formula": "CH5N3O",
  "method": "ωB97M-V/def2-TZVPD",
  "symbols": ["H", "N", "N", "O", "H", "C", "N", "H", "H", "H"],
  "positions_angstrom": [[-0.8439, -1.3875, -0.6518], [-0.9364, -1.1718, 0.3298], [-1.4971, -0.1059, 0.5556], [-1.9908, 0.6160, -0.3182], [-1.2265, 0.3046, 1.5823], [1.3882, 0.7099, -0.0849], [1.1767, -0.5442, -0.1487], [1.5670, 1.2263, 0.7886], [1.4409, 1.2686, -0.9934], [0.9219, -0.9159, -1.0594]],
  "forces_ev_per_angstrom": [[-1.1, 0.2, -0.4], [0.1, -2.2, 2.3], [1.1, 1.3, 0.8], [-0.4, 1.3, 0.4], [-1.5, -1.2, -2.5], [-0.2, -2.2, -3.0], [1.1, 0.7, 1.2], [0.5, 0.7, 2.2], [-0.2, 0.9, -0.6], [0.7, 0.6, -0.4]],
  "homo_ev": -9.30,
  "smiles": "[H]/N=[NH+]\\[O-].C=N",
  "gap_ev": 9.643,
  "e_above_lowest_ev": 4.589
}

=====

[5]
{
  "formula": "C23H19BrIN3O4Re",
  "method": "ωB97M-V/def2-TZVPD",
  "symbols": ["Re", "C", "C", "N", "C", "C", "C", "O", "C", "C", "N", "C", "C", "C", "C", "C", "C", "I", "C", "O", "H", "H", "H", "H", "H", "H", "H", "H", "H", "H", "H", "H", "C", "C", "N", "H", "H", "H", "Br", "C", "C", "C", "C", "C", "C", "C", "O", "O", "H", "H", "H", "H"],
  "positions_angstrom": [[0.2786, 0.8474, 0.2472], [0.3422, 2.3423, 4.5609], [0.2871, 0.8662, 4.3913], [-0.0020, 0.1068, 5.4305], [-0.0684, -1.2146, 5.2572], [0.1576, -1.9025, 4.0583], [0.0650, -3.4130, 4.0442], [1.2277, -4.0198, 3.5053], [0.4252, -1.1327, 2.9272], [0.8027, -1.7560, 1.6673], [0.8392, -1.1307, 0.5328], [1.4187, -1.8524, -0.5787], [1.0737, -3.1667, -0.8549], [1.7006, -3.8256, -1.9033], [2.6647, -3.1810, -2.6642], [3.0069, -1.8602, -2.4000], [2.3674, -1.2062, -1.3630], [2.7512, 0.7929, -0.9147], [0.4821, 0.2791, 3.0959], [0.7106, 1.0953, 2.1122], [0.3376, 2.5767, 5.6209], [-0.5324, 2.8040, 4.0930], [1.2223, 2.7673, 4.0782], [-0.2877, -1.7891, 6.1512], [-0.7797, -3.7160, 3.4196], [-0.1450, -3.7726, 5.0522], [1.8277, -4.2674, 4.2167], [1.1594, -2.7803, 1.7181], [0.3165, -3.6670, -0.2656], [1.4318, -4.8486, -2.1261], [3.1503, -3.7024, -3.4774], [3.7568, -1.3604, -2.9973], [-1.6623, 0.9170, -3.9822], [-1.0051, 0.7691, -2.6963], [-0.4873, 0.6262, -1.6830], [-2.6052, 1.4450, -3.8427], [-1.8505, -0.0773, -4.3868], [-1.0192, 1.4815, -4.6559], [-6.2034, 5.7410, 2.8025], [-4.8077, 4.6743, 2.1735], [-3.6637, 5.2815, 1.6560], [-2.6326, 4.4927, 1.1931], [-2.7467, 3.0985, 1.2493], [-3.9000, 2.4980, 1.7679], [-4.9317, 3.2862, 2.2305], [-1.6590, 2.2803, 0.7816], [-0.5763, 2.7421, 0.2742], [-1.6619, 0.9811, 0.8510], [-3.5962, 6.3589, 1.6212], [-1.7357, 4.9432, 0.7907], [-3.9790, 1.4201, 1.8006], [-5.8306, 2.8423, 2.6328]],
  "forces_ev_per_angstrom": [[0.3, -0.1, 1.1], [0.0, 0.1, 0.0], [0.0, -0.2, 0.0], [0.1, 0.1, -0.4], [0.1, -0.4, -0.1], [-0.1, 0.2, 0.5], [-0.1, 0.0, -0.1], [0.0, 0.0, 0.0], [0.1, 0.0, -0.2], [-0.1, 0.3, 0.4], [0.1, -0.3, -0.3], [-0.1, 0.1, 0.2], [0.1, 0.0, -0.1], [0.0, 0.0, 0.0], [0.0, 0.0, 0.0], [0.0, 0.0, 0.0], [-0.1, -0.3, -0.1], [-0.1, 0.3, 0.0], [-0.2, -0.3, 0.5], [0.1, 0.1, -1.1], [0.0, 0.0, 0.0], [0.0, 0.0, 0.0], [0.0, 0.0, 0.0], [0.0, 0.0, 0.0], [0.0, 0.0, 0.0], [0.0, 0.0, 0.0], [0.0, 0.0, 0.0], [0.0, 0.0, 0.0], [0.0, 0.0, 0.0], [0.0, 0.0, 0.0], [0.0, 0.0, 0.0], [0.0, 0.0, 0.0], [0.1, -0.1, 0.2], [0.0, -0.1, -0.1], [-0.1, 0.2, -0.2], [0.0, 0.0, 0.0], [0.0, 0.0, -0.1], [0.0, 0.0, 0.0], [-0.1, 0.1, 0.0], [0.1, -0.1, 0.0], [0.0, 0.0, 0.0], [0.0, 0.0, 0.0], [0.0, 0.0, 0.0], [0.0, 0.0, 0.0], [0.0, 0.0, 0.0], [-0.1, 0.2, 0.0], [0.0, 0.2, -0.1], [-0.1, -0.1, -0.1], [0.0, 0.0, 0.0], [0.0, 0.0, 0.0], [0.0, 0.0, 0.0], [0.0, 0.0, 0.0]],
  "homo_ev": [-13.80, -13.85],
  "total_charge": 2,
  "gap_ev": [4.802, 6.167],
  "e_above_lowest_ev": 0.277,
  "multiplicity": 2,
  "s2": 1.217
}

=====

[6]
{
  "formula": "H8KO12S2",
  "method": "ωB97M-V/def2-TZVPD",
  "symbols": ["K", "S", "O", "O", "O", "O", "S", "O", "O", "O", "O", "O", "H", "H", "O", "H", "H", "O", "H", "H", "O", "H", "H"],
  "positions_angstrom": [[-9.3707, -8.7787, 18.1686], [-9.2339, -6.9714, 21.0387], [-9.4043, -6.0628, 19.9402], [-9.7650, -6.3233, 22.2338], [-9.9786, -8.2309, 20.8779], [-7.7776, -7.1696, 21.1433], [-8.7900, -10.9931, 15.1000], [-8.3443, -10.9419, 16.5075], [-9.2355, -9.6629, 14.6927], [-7.6426, -11.4182, 14.2947], [-9.9234, -11.9424, 15.0959], [-8.8639, -10.4049, 21.3920], [-9.2037, -9.5872, 21.0284], [-8.9932, -10.3195, 22.3366], [-11.3770, -6.5850, 18.3384], [-12.0520, -6.7662, 18.9924], [-10.6268, -6.2770, 18.8468], [-8.6329, -7.2613, 15.5594], [-9.0088, -6.8109, 14.8031], [-8.7797, -8.1905, 15.3828], [-11.7243, -10.3545, 17.2197], [-11.9959, -10.0242, 16.3634], [-11.7068, -11.3059, 17.1154]],
  "forces_ev_per_angstrom": [[-0.2, 0.5, 0.4], [2.0, 1.3, 3.5], [-1.2, 1.5, -3.8], [-0.4, 0.3, 1.2], [-0.8, -1.3, -1.6], [0.2, -1.2, 0.1], [-0.2, 1.1, -1.8], [0.3, -0.5, 1.3], [-0.4, -0.3, -0.1], [-0.4, -0.5, 0.4], [0.5, -0.2, 0.2], [0.9, -2.5, 0.3], [-0.6, 1.5, 0.0], [0.0, 0.3, 0.0], [-1.5, -0.6, -1.6], [0.1, -0.1, 0.2], [1.3, 0.5, 1.3], [0.4, 1.0, 0.6], [-0.1, 0.0, 0.0], [-0.1, -0.8, -0.6], [-0.1, 0.2, 0.4], [0.1, 0.1, -0.3], [0.2, -0.3, -0.1]],
  "homo_ev": [-1.25, -1.25],
  "total_charge": -2,
  "gap_ev": [5.589, 2.820],
  "e_above_lowest_ev": 0.000,
  "multiplicity": 2,
  "s2": 0.762
}